[1]
This record from OMol25 describes a cluster of 3 separate species, C6H14O2 in total at a distorted geometry. The level of theory is ωB97M-V/def2-TZVPD.

```
22
Properties=species:S:1:pos:R:3:forces:R:3:mulliken_charge:R:1
C -1.398 0.933 -1.886 0.1 0.2 1.1 -0.7270
C -0.415 0.161 -1.421 0.3 -0.3 -0.6 -0.3240
C -0.540 -0.619 -0.185 -0.6 0.2 -0.3 -0.3210
C 0.143 -1.706 0.176 0.6 0.9 0.1 1.0177
C 1.367 -2.153 -0.592 -0.8 -0.6 0.0 -1.2279
C -0.182 -2.515 1.397 -0.4 -0.2 -0.9 -1.3675
H -2.306 0.967 -1.289 -0.1 0.2 -0.2 0.2562
H -1.278 1.676 -2.659 -0.1 -0.4 -0.4 0.2669
H 0.470 0.046 -2.040 0.2 0.2 0.2 0.2217
H -1.346 -0.219 0.426 -0.1 -0.5 0.2 0.1850
H 1.303 -1.838 -1.628 0.2 0.0 -0.1 0.4029
H 1.344 -3.233 -0.549 0.2 -0.5 -0.4 0.3428
H 2.341 -1.895 -0.177 -0.2 0.5 0.3 0.2661
H -1.010 -2.112 1.974 0.5 0.5 0.4 0.3561
H 0.760 -2.702 1.906 -0.3 -0.1 0.6 0.3292
H -0.609 -3.471 1.063 0.5 -0.2 0.0 0.3315
O -0.347 3.373 -0.419 0.1 0.1 0.3 -0.6146
H 0.277 2.646 -0.516 0.0 -0.1 -0.3 0.3177
H -0.786 3.122 0.402 -0.2 0.0 -0.2 0.2867
O 0.818 2.921 2.286 0.3 -0.2 0.0 -0.6295
H 0.002 3.410 2.166 0.1 0.2 0.1 0.3000
H 1.393 3.210 1.566 -0.2 0.1 0.2 0.3311
```
Forces are in eV/Å.

For the calculated total energy, the calculation gives -10542.5949 eV. Its LUMO energy is 0.71 eV.

[2]
This record from OMol25 describes a cluster of 2 separate species, C8H7Cl2NO2 in total at a distorted geometry. The level of theory is ωB97M-V/def2-TZVPD.

```
20
Properties=species:S:1:pos:R:3:forces:R:3:mulliken_charge:R:1
C -2.202 -2.531 0.126 0.9 0.5 -1.5 0.1465
C -0.002 -1.556 2.503 -0.9 -0.9 2.0 0.6505
C 1.198 0.472 0.604 -2.8 0.0 -2.1 -1.1579
C 0.600 1.257 -1.846 -2.5 0.6 -0.7 -1.0748
C 1.071 -1.017 0.415 -0.6 -0.6 0.3 -0.5372
C 0.397 1.444 -0.372 0.2 -0.8 4.1 0.6073
C -1.004 1.120 -1.876 2.5 0.4 1.6 0.3099
C -1.114 1.230 -0.528 1.1 -0.2 -1.6 -0.3105
N 0.102 -1.637 1.321 0.8 0.7 -1.2 -0.3215
O -2.869 -2.906 0.933 -1.0 -0.6 1.3 -0.1646
O -0.272 -1.673 3.637 0.3 0.5 -0.2 -0.4862
Cl -1.976 0.952 -3.206 -1.0 -0.2 -0.8 -0.2018
Cl -2.365 1.138 0.629 0.1 0.1 -0.3 -0.1668
H 0.856 0.747 1.545 -0.5 0.3 2.0 0.5499
H 2.130 0.865 0.498 3.1 0.4 -0.1 0.4388
H 1.005 2.132 -2.305 0.0 0.7 -0.6 0.3171
H 1.122 0.413 -2.269 0.1 -0.6 0.5 0.3244
H 0.697 -1.289 -0.544 -0.1 0.1 -1.1 0.3109
H 1.988 -1.568 0.536 0.6 0.1 0.1 0.3489
H 0.638 2.407 0.199 -0.3 -0.6 -1.7 0.4170
```
Forces are in eV/Å.

For the calculated total energy, the calculation gives -39037.0796 eV. Its LUMO energy is 0.64 eV.

[3]
This record from OMol25 describes a cluster of 2 separate species, C5H11NO2S2 in total at a distorted geometry. The level of theory is ωB97M-V/def2-TZVPD.

```
21
Properties=species:S:1:pos:R:3:forces:R:3:mulliken_charge:R:1
C -1.323 2.305 -0.123 -0.5 -0.3 1.1 -0.6025
C -1.915 1.507 1.090 0.6 -0.1 -1.0 -0.7877
C -0.460 1.418 0.764 -0.6 0.6 -0.9 0.1893
C 2.369 1.124 -2.798 3.6 1.5 -1.2 -0.5086
C 2.794 -0.090 -2.516 0.2 -0.1 2.0 -0.1734
N 0.093 0.259 0.160 3.4 -0.1 1.9 -0.2413
O 0.943 -0.643 2.322 0.2 -0.2 0.1 -0.4689
O 2.504 0.532 0.852 2.3 1.9 0.2 -0.5105
S 1.876 -1.567 -2.470 -0.6 -0.5 -0.5 -0.2022
S 1.535 -0.490 0.772 -4.0 -0.5 -0.4 0.4688
H -1.468 2.064 -1.182 -0.2 -0.3 0.6 0.2305
H -1.287 3.377 0.058 0.2 -0.2 0.0 0.2161
H -2.271 1.972 1.971 0.2 1.2 0.6 0.2376
H -2.523 0.635 1.027 -0.1 -0.8 -1.0 0.2478
H 0.282 1.925 1.338 0.2 0.2 0.6 0.4219
H 1.663 -0.911 2.921 -0.1 0.1 -0.3 0.3358
H 1.444 1.461 -3.140 -1.5 0.0 -0.6 0.3277
H 3.254 1.848 -2.996 -1.8 -0.8 1.0 0.1768
H 3.700 -0.186 -1.913 0.3 0.0 -0.9 0.2976
H -0.405 -0.337 -0.402 -1.6 -1.5 -1.5 0.2174
H 1.457 -1.415 -3.733 -0.3 -0.2 0.0 0.1277
```
Forces are in eV/Å.

For the calculated total energy, the calculation gives -32615.4417 eV. Its LUMO energy is 0.60 eV.

ΔE to the lowest compared entry with this formula, charge and spin (kJ/mol)
195.1, 55.4, 288.8